A 2-piece molecular cluster, H4N5 overall, computed with ωB97M-V with the def2-TZVPD basis set.

XYZ file:
```
9
Properties=species:S:1:pos:R:3:forces:R:3
N -0.918756 -1.311194 2.958177 0.958 0.843 -1.736
N -0.790727 -0.277472 -0.745418 -0.844 -1.648 0.587
N 0.427237 -0.116011 -0.481480 0.680 -2.057 -0.152
N -0.444114 -0.878794 2.060404 -1.009 -0.925 2.103
N 1.178780 0.857660 -0.703813 1.895 1.619 0.070
H -1.236233 -1.262107 -0.515657 1.522 2.711 -0.444
H 0.967414 1.833420 -1.019812 -0.520 -1.130 0.102
H 2.224943 0.705207 -0.497151 -2.337 0.010 -0.169
H -1.408543 0.449291 -1.055250 -0.346 0.577 -0.360
```
Positions in Å, forces in eV/Å.

## Properties
gap between HOMO and LUMO = 12.16 eV
energy above the lowest of the compared OMol25 structures with the same formula, charge and spin = 14.7 kJ/mol
highest occupied orbital energy = -17.15 eV
net charge = +1
largest force on an atom = 3.1 eV/A
E_tot = -275.88194 Eh
E_LUMO = -4.99 eV



An isolated molecule of C4H9NOSi, computed with ωB97M-V with the def2-TZVPD basis set.

XYZ file:
```
16
Properties=species:S:1:pos:R:3:forces:R:3
H -1.547712 -2.357068 0.264370 -0.100 0.630 -0.294
H -1.578209 -1.398119 -2.073267 0.278 -0.825 0.225
H -2.075718 1.814906 1.060256 -0.544 -0.224 1.186
C 0.473292 -0.434246 -0.445085 -0.519 -1.393 -0.967
C 1.700394 -1.155832 -0.760674 2.209 -3.902 1.235
N -0.761993 1.550356 -0.290547 -3.752 -0.087 -0.648
H 1.727015 -1.722064 -1.706201 -0.488 0.629 -0.148
C -1.027719 2.046154 1.052227 -0.130 -0.302 -1.592
O -2.133413 0.210604 -0.465880 0.567 3.932 1.532
H 2.700631 -0.668616 -0.705077 -0.944 0.190 0.172
Si -1.340446 -1.139452 -0.620503 2.264 -1.383 -0.886
H 1.799392 -2.129625 -0.051861 -0.162 2.253 -1.065
H 1.141911 1.721596 -0.679219 -0.670 -1.840 0.538
C 0.377846 0.865606 -0.455947 1.888 1.840 -0.345
H -0.342812 1.546878 1.722019 -0.372 0.128 0.827
H -0.994090 3.125837 1.013576 0.474 0.354 0.231
```
Positions in Å, forces in eV/Å.

## Properties
gap between HOMO and LUMO (spin up / spin down) = 8.29 / 8.29 eV
energy above the lowest of the compared OMol25 structures with the same formula, charge and spin = 528.6 kJ/mol
highest occupied orbital energy (spin up / spin down) = -9.04 / -9.04 eV
net charge = 0
largest force on an atom = 4.7 eV/A
E_tot = -577.15296 Eh
E_LUMO (spin up / spin down) = -0.75 / -0.75 eV